Record 1
This record from the OMol25 dataset describes a 2-piece molecular cluster, C14H29BN6O6 overall in a non-equilibrium geometry. The level of theory is the ωB97M-V functional and the def2-TZVPD basis.

The value obtained for the LUMO energy is -1.530 eV. As for the HOMO energy: -4.138 eV. Its orbital gap is 2.61 eV. As for the total energy: -1355.45321 Ha. The calculation puts the molar mass at 388.23 g mol⁻¹.

The geometry in XYZ format:
```
56
Properties=species:S:1:pos:R:3:forces:R:3:nbo_charge:R:1
O 0.143 1.564 1.593 -0.5 -0.2 -1.3 -0.944
O 1.249 3.583 -3.204 0.2 -1.6 -0.3 -0.462
O -2.123 -3.956 -1.836 -0.1 -1.1 -0.5 -0.430
O 1.394 -3.302 0.188 0.3 0.5 -0.4 -0.559
O -3.507 -6.762 -1.138 0.3 0.6 0.4 -1.337
O -1.934 -2.558 -1.784 0.5 0.3 0.9 -0.318
N 3.087 0.436 -0.934 1.0 0.1 -0.1 -0.717
N -1.218 2.418 -0.821 0.5 0.2 -0.2 -0.662
N 0.813 -2.976 2.342 -1.0 1.3 -0.3 -0.454
N 1.026 1.444 -0.789 -1.0 -1.8 1.4 -0.738
N -0.180 1.709 -2.835 1.7 -0.2 0.4 -0.600
N 1.318 -0.928 -1.330 -1.0 1.7 -0.1 -0.583
C -1.036 0.011 -1.298 0.5 -0.3 -0.5 -0.468
C 2.206 2.977 1.055 -0.5 -0.7 1.3 -0.822
C -0.552 -2.340 -1.931 0.6 0.8 -1.3 -0.072
C -0.325 -1.646 0.444 0.7 0.1 0.7 -0.565
C 2.117 -2.505 2.829 0.4 -0.9 -0.4 -0.415
C 2.332 3.088 2.619 0.9 0.3 -0.5 -0.605
C -2.299 2.823 -1.751 -1.1 0.8 0.9 -0.221
C -0.086 -1.173 -1.007 -1.8 -1.8 0.1 0.101
C -0.333 1.387 -1.375 -1.8 -0.6 -1.0 0.481
C -3.481 3.380 -0.903 -0.1 -0.2 -0.7 -0.618
C -0.290 -2.428 3.138 0.2 1.0 0.1 -0.423
C 1.779 0.309 -1.007 0.5 0.2 -0.6 0.724
C 0.690 -2.682 0.945 0.2 -1.2 0.4 0.713
C 0.670 2.579 -3.047 -1.3 2.0 0.3 0.888
B 1.053 1.950 0.635 1.0 1.9 0.8 1.224
H -1.994 3.652 -2.399 0.2 -0.5 -0.1 0.208
H 3.383 3.319 2.857 -0.3 0.0 0.0 0.215
H -0.397 -1.969 -2.973 0.1 -0.1 0.3 0.151
H 3.545 1.336 -0.897 -0.3 0.0 0.0 0.427
H 3.198 2.663 0.700 -0.3 0.4 -0.4 0.217
H -2.437 -4.279 -0.962 -0.2 0.1 -0.1 0.498
H -3.232 -6.126 -1.809 -0.1 -0.2 -0.3 0.375
H -1.500 -0.156 -2.279 0.1 0.1 0.3 0.265
H -2.712 1.990 -2.333 0.5 0.1 0.0 0.195
H 2.300 -1.450 2.547 -0.1 -0.1 0.4 0.156
H -0.331 -0.791 1.139 0.0 -0.2 -0.2 0.239
H 2.110 2.144 3.128 -0.2 0.3 0.0 0.214
H -1.326 -2.101 0.513 0.2 0.2 -0.2 0.283
H 0.061 -3.240 -1.831 -0.4 0.1 0.4 0.252
H 3.697 -0.371 -0.984 -0.3 -0.1 0.1 0.435
H -3.666 2.781 0.000 0.1 0.3 -0.1 0.198
H -1.268 -2.684 2.718 0.3 -0.3 0.2 0.218
H -0.228 -2.731 4.189 0.0 -0.3 -0.4 0.220
H 2.187 -2.676 3.908 -0.1 0.3 -0.2 0.217
H -3.360 4.444 -0.672 0.1 -0.3 0.2 0.219
H -0.233 -1.315 3.142 -0.1 -0.3 0.2 0.159
H -1.865 -0.026 -0.581 0.4 0.3 0.0 0.243
H -4.392 3.285 -1.513 0.2 0.1 0.2 0.230
H -1.720 2.038 -0.024 0.4 -0.2 0.0 0.372
H 1.549 -1.194 -2.286 0.4 -0.4 0.3 0.436
H 1.938 3.982 0.687 0.3 -0.4 -0.4 0.268
H 1.754 3.931 3.014 -0.1 -0.5 0.0 0.214
H -0.469 2.268 1.844 0.3 -0.1 0.4 0.530
H 2.893 -3.125 2.359 -0.2 0.3 0.1 0.229
```
Positions in Å, forces in eV/Å.


Record 2
This record from the OMol25 dataset describes C14H29CdP2 as an isolated structure in a non-equilibrium geometry. The level of theory is the ωB97M-V functional and the def2-TZVPD basis.

The value obtained for the LUMO energy (spin up / spin down) is 2.680 / 2.733 eV. As for the HOMO energy (spin up / spin down): -1.521 / -1.471 eV. Its orbital gap (spin up / spin down) is 4.20 / 4.20 eV. Its total charge is -1. As for the total energy: -1401.10449 Ha. The calculation puts the molar mass at 371.75 g mol⁻¹.

The geometry in XYZ format:
```
46
Properties=species:S:1:pos:R:3:forces:R:3:nbo_charge:R:1
Cd 0.258 0.807 -2.096 -1.8 0.1 0.1 0.274
P 1.488 1.689 -4.124 0.8 0.5 -1.0 -0.144
P 0.552 -0.415 0.083 0.0 0.4 1.3 0.662
C -0.463 -1.990 0.090 0.5 -0.1 -0.2 -0.512
C 0.326 -3.253 0.421 -0.1 -0.3 -0.1 -0.606
C 2.417 -0.590 -0.114 -0.5 -0.6 0.0 -0.515
C -3.717 0.398 -1.624 0.1 1.0 0.2 -0.378
C -4.412 0.752 -0.429 1.0 0.6 -0.3 -0.379
C 1.069 -0.340 2.894 -0.2 0.2 0.6 -0.612
C -3.462 2.681 -1.291 0.3 -1.1 0.3 -0.363
C -1.742 -1.892 0.935 0.2 0.2 0.0 -0.624
C 0.439 1.850 1.800 -0.1 0.0 0.0 -0.611
C 0.286 0.323 1.762 0.0 -0.3 0.1 -0.534
C -4.177 2.144 -0.189 -0.3 -0.5 -0.7 -0.363
C -3.123 1.597 -2.161 -0.5 -0.3 0.7 -0.384
C 3.110 0.777 0.048 0.1 0.0 0.0 -0.622
C 3.152 -1.663 0.691 0.3 -0.1 0.1 -0.617
H -1.514 -1.844 2.009 0.0 0.0 -0.2 0.188
H -0.777 0.108 1.937 0.2 0.2 -0.1 0.245
H 0.941 -1.429 2.923 0.1 0.2 -0.1 0.203
H 0.687 0.054 3.848 0.1 -0.1 0.0 0.202
H 2.587 2.541 -3.778 -0.1 0.0 -0.4 -0.017
H -0.771 -2.038 -0.971 0.1 -0.1 0.3 0.239
H 2.140 -0.108 2.865 -0.2 0.0 -0.1 0.196
H 2.490 -0.889 -1.174 0.1 0.2 0.1 0.225
H 1.089 -3.456 -0.340 -0.1 0.0 0.2 0.205
H -2.346 -2.792 0.768 0.1 0.1 0.0 0.210
H 0.677 2.610 -4.868 0.5 -0.3 0.1 0.024
H -3.158 3.716 -1.410 0.0 -0.1 0.0 0.182
H -0.224 2.343 1.076 0.2 -0.2 0.1 0.246
H 2.955 -2.669 0.308 0.0 0.2 0.1 0.212
H 2.087 0.882 -5.167 0.1 0.5 -0.4 -0.057
H -0.367 -4.104 0.423 0.1 0.0 0.0 0.204
H 3.215 1.060 1.106 -0.1 -0.1 -0.3 0.202
H -4.994 0.084 0.203 0.2 0.1 -0.1 0.178
H -3.626 -0.601 -2.045 -0.1 0.2 0.0 0.182
H 0.155 2.193 2.805 0.1 0.0 -0.2 0.199
H 4.121 0.693 -0.372 -0.1 0.0 0.1 0.207
H -2.513 1.663 -3.064 -0.3 0.0 0.2 0.186
H 4.230 -1.489 0.582 0.0 -0.1 0.1 0.198
H 2.609 1.604 -0.478 0.0 -0.3 0.1 0.225
H 1.472 2.169 1.615 -0.3 0.0 0.0 0.195
H -2.350 -1.023 0.653 0.1 -0.1 0.0 0.267
H 0.804 -3.207 1.409 -0.1 0.0 -0.3 0.196
H 2.909 -1.642 1.759 0.1 -0.1 -0.3 0.209
H -4.528 2.696 0.677 -0.1 0.0 -0.1 0.176
```
Positions in Å, forces in eV/Å.


Record 3
This record from the OMol25 dataset describes a 3-piece molecular cluster, C14H29F4NO5S overall in a non-equilibrium geometry. The level of theory is the ωB97M-V functional and the def2-TZVPD basis.

The value obtained for the LUMO energy is 0.596 eV. As for the HOMO energy: -8.795 eV. Its orbital gap is 9.39 eV. The SMILES is CCOCCN(CCC(F)=C(F)F)S(=O)(=O)F.CC(C)O.CC(C)O. As for the total energy: -1779.31862 Ha. The calculation puts the molar mass at 399.45 g mol⁻¹.

The geometry in XYZ format:
```
54
Properties=species:S:1:pos:R:3:forces:R:3:nbo_charge:R:1
S -0.114 -0.570 -1.220 0.7 0.7 -2.1 2.547
F 5.413 -0.885 -2.012 -0.1 0.8 -1.0 -0.290
F -0.699 -1.624 -0.215 0.0 0.0 0.3 -0.481
F 6.656 0.390 -0.764 0.6 -0.9 0.7 -0.291
F 4.474 0.054 1.140 0.6 1.5 0.2 -0.325
O 0.901 -1.234 -1.965 -0.1 -0.3 0.5 -0.920
O -1.222 -0.025 -1.924 -0.3 -0.1 0.6 -0.922
O -5.627 0.805 -1.239 0.2 0.2 0.0 -0.722
O 2.853 -1.703 2.846 -0.3 -0.1 -0.1 -0.726
O -0.241 3.175 -0.586 -0.3 0.0 0.0 -0.526
N 0.584 0.589 -0.318 -0.4 -0.9 1.4 -0.660
C -4.935 0.192 -2.329 -0.3 -0.4 0.0 0.093
C 5.448 -0.090 -0.964 -0.6 0.1 0.5 0.672
C 3.046 0.640 -0.717 -0.1 -1.0 0.4 -0.475
C 4.304 -3.603 3.187 0.0 0.0 -0.2 -0.630
C -0.348 1.070 0.733 -0.7 0.6 -0.3 -0.258
C -1.157 3.303 -1.664 0.0 0.5 -0.7 -0.075
C -4.233 -1.071 -1.858 0.1 0.0 0.1 -0.625
C 2.901 -3.039 3.349 0.3 0.1 0.4 0.095
C 4.371 0.177 -0.210 -0.2 -0.7 -0.2 0.224
C -5.907 -0.100 -3.461 0.0 0.2 -0.1 -0.629
C 2.457 -3.067 4.803 -0.2 0.0 0.0 -0.629
C 1.915 0.168 0.199 0.5 -0.3 -0.7 -0.223
C -2.293 4.311 -1.410 -0.2 -0.7 0.3 -0.654
C -0.777 2.561 0.554 0.5 -0.1 0.5 -0.075
H -5.396 -0.543 -4.318 0.0 0.0 0.0 0.212
H -2.238 5.178 -2.062 0.1 0.1 0.1 0.215
H 2.202 -3.616 2.742 0.0 0.1 -0.1 0.175
H -1.559 2.341 -1.983 0.1 -0.1 0.3 0.187
H 4.609 -3.573 2.140 0.0 0.0 0.0 0.220
H 0.076 0.941 1.726 0.3 -0.1 -0.1 0.211
H 3.465 -1.169 3.363 0.1 0.0 0.0 0.462
H -0.563 3.667 -2.503 0.2 -0.1 0.1 0.187
H -1.254 0.464 0.729 0.0 0.0 -0.1 0.211
H -6.402 0.816 -3.786 0.0 0.0 0.0 0.216
H 5.023 -3.005 3.753 0.0 0.0 0.1 0.198
H 1.451 -2.657 4.903 0.0 0.0 0.0 0.216
H -1.866 2.617 0.609 0.0 0.0 -0.2 0.181
H 3.123 -2.454 5.417 0.1 -0.1 0.0 0.197
H -6.290 0.181 -0.926 0.0 0.0 0.0 0.457
H 2.459 -4.083 5.200 0.0 0.0 0.0 0.212
H -3.671 -1.537 -2.668 0.0 0.0 0.0 0.217
H -0.402 3.117 1.417 0.0 0.0 0.0 0.180
H -6.685 -0.792 -3.127 0.1 -0.1 0.0 0.195
H 1.962 -0.919 0.262 0.0 0.0 0.2 0.225
H 2.937 0.226 -1.721 -0.2 0.3 -0.1 0.259
H -3.544 -0.839 -1.049 0.0 0.0 0.0 0.219
H -3.252 3.812 -1.560 -0.1 0.2 -0.1 0.214
H 3.053 1.733 -0.742 0.0 0.0 -0.2 0.228
H -4.959 -1.795 -1.475 -0.1 0.0 -0.1 0.191
H 2.084 0.562 1.196 -0.3 0.1 0.0 0.222
H -2.299 4.621 -0.364 0.1 0.2 -0.1 0.214
H 4.360 -4.634 3.537 0.0 0.0 0.0 0.211
H -4.191 0.917 -2.662 0.0 0.1 0.1 0.177
```
Positions in Å, forces in eV/Å.


Record 4
This record from the OMol25 dataset describes a 5-piece molecular cluster, C14H29N10O6 overall. The level of theory is the ωB97M-V functional and the def2-TZVPD basis.

The value obtained for the LUMO energy is -3.861 eV. As for the HOMO energy: -11.607 eV. Its orbital gap is 7.75 eV. Its total charge is +1. As for the total energy: -1549.84530 Ha. The calculation puts the molar mass at 433.45 g mol⁻¹.

The geometry in XYZ format:
```
59
Properties=species:S:1:pos:R:3:forces:R:3:lowdin_charge:R:1
O -3.045 1.243 -1.563 0.1 0.0 0.5 -0.009
O 4.153 -0.507 3.369 0.0 -0.1 0.1 0.007
O -4.154 -2.390 3.661 0.4 0.0 -0.2 0.160
O 0.536 0.817 -2.612 -0.3 -0.2 0.4 -0.031
O 3.201 0.045 -5.062 -0.1 0.2 -0.2 0.009
O -5.517 -1.386 2.241 0.0 0.0 -0.1 0.180
N 3.933 -0.670 5.620 -0.1 0.0 0.0 0.154
N -5.014 0.343 -2.232 0.1 0.0 0.1 0.167
N 5.617 -1.797 4.518 0.0 -0.1 -0.1 0.156
N -3.154 0.250 -3.593 0.1 0.0 0.1 0.179
N 3.043 -0.512 -2.882 0.0 0.1 -0.2 0.156
N 1.395 2.309 2.200 -0.3 -0.1 -0.3 0.175
N -1.255 0.742 1.011 0.5 0.3 -0.5 -0.008
N 4.827 -1.259 -4.163 -0.1 0.1 -0.1 0.153
N 0.737 2.160 -4.414 -0.1 -0.2 0.1 0.193
N -0.722 2.694 -2.695 0.2 0.1 0.1 0.176
C 1.843 0.107 1.312 -0.2 0.0 0.3 -0.019
C -3.035 0.578 2.528 -0.4 -0.2 0.4 0.065
C -2.006 1.290 1.973 -0.1 0.0 0.0 0.018
C -3.276 -0.721 2.100 0.4 -0.2 -0.1 -0.057
C 0.201 1.845 -3.212 0.2 0.4 -0.6 -0.650
C -0.121 1.521 0.435 0.4 -0.5 0.3 -0.058
C 1.080 1.392 1.382 0.0 0.2 0.0 -0.383
C -3.701 0.648 -2.414 -0.1 -0.1 -0.2 -0.661
C 3.665 -0.543 -4.094 0.1 -0.1 0.3 -0.673
C -1.467 -0.501 0.566 -0.6 -0.1 0.3 0.033
C -2.693 -2.678 0.567 0.2 0.7 0.3 0.016
C -2.487 -1.270 1.094 0.1 -0.6 -0.3 -0.147
C 4.542 -0.964 4.434 0.1 0.1 0.1 -0.668
C -4.412 -1.530 2.666 -0.5 0.2 0.0 -0.495
H -3.652 1.003 3.308 0.1 0.2 0.0 0.146
H 5.957 -2.180 5.380 0.0 0.0 0.0 0.097
H 5.225 -1.745 -3.384 0.0 0.0 0.0 0.093
H 2.297 -0.018 0.327 0.0 0.1 0.0 0.086
H -3.571 -2.711 -0.076 -0.1 -0.1 0.1 0.106
H -0.831 -0.901 -0.210 0.1 0.3 -0.1 0.160
H -2.803 -3.355 1.412 -0.1 -0.2 -0.2 0.092
H 2.599 0.068 2.097 0.0 0.1 -0.2 0.048
H 0.112 1.076 -0.535 -0.1 0.1 -0.1 0.091
H -1.825 -2.970 -0.019 0.0 -0.1 0.0 0.091
H -1.031 3.535 -3.145 0.0 0.0 -0.1 0.113
H 0.759 3.102 2.089 0.2 0.1 0.1 0.054
H -3.665 -0.236 -4.306 0.0 0.0 0.0 0.105
H 4.238 -1.028 6.504 0.0 0.0 0.0 0.096
H -2.183 0.459 -3.746 0.0 0.0 0.0 0.092
H -0.421 2.558 0.305 -0.1 0.0 0.1 0.131
H -1.138 2.426 -1.823 -0.4 -0.1 -0.2 0.052
H -1.762 2.295 2.282 0.1 0.0 -0.1 0.151
H 2.186 0.026 -2.860 -0.1 -0.1 0.3 0.042
H -3.204 -2.438 3.838 -0.1 0.0 0.1 0.133
H 1.167 -0.741 1.468 0.0 0.0 -0.1 0.080
H 0.493 2.984 -4.930 0.0 0.0 0.1 0.108
H 6.089 -2.026 3.664 0.0 0.0 0.0 0.106
H 1.428 1.527 -4.795 0.2 -0.1 0.0 0.087
H -5.442 0.631 -1.371 0.0 0.0 0.0 0.107
H -5.570 -0.139 -2.914 0.0 0.0 0.0 0.103
H 3.387 -0.972 -2.061 0.1 0.0 0.0 0.088
H 3.147 -0.048 5.590 0.0 0.0 0.0 0.103
H 5.296 -1.288 -5.049 0.0 0.0 0.0 0.104
```
Positions in Å, forces in eV/Å.